This record from the OMol25 dataset describes the ion C3H7N2O2 with charge +1. The level of theory is ωB97M-V/def2-TZVPD.

Energy above the lowest of the compared OMol25 structures with the same formula, charge and spin in kcal per mole: 86.99
Orbital gap in eV: 9.2
Total charge: +1
HOMO level in eV: -13.28
Structure (SMILES): [NH3+][C@H]1ONCC1=O

Structure (XYZ):
```
14
C3H7N2O2 ωB97M-V/def2-TZVPD
N 0.120 -1.656 -1.061
C -0.531 -0.461 -0.530
O -0.608 -0.655 1.044
N -0.807 0.691 1.423
C 0.218 1.501 0.776
C 0.484 0.714 -0.488
O 1.285 0.866 -1.348
H 0.877 -1.474 -1.878
H -0.648 -2.295 -1.337
H 0.772 -1.937 -0.347
H -1.565 -0.254 -0.771
H -0.873 0.955 2.466
H 1.245 1.487 1.376
H 0.030 2.517 0.676
```


This record from the OMol25 dataset describes a cluster of 3 separate species, C38H66N3O9S in total. The level of theory is ωB97M-V/def2-TZVPD.

Orbital gap in eV: 6.5
Total charge: +1
HOMO level in eV: -11.27

Structure (XYZ):
```
117
C38H66N3O9S ωB97M-V/def2-TZVPD
C 4.307 -4.594 2.347
C 5.230 -4.365 1.078
C 6.363 -3.262 1.316
C 6.873 -2.620 -0.041
C 6.783 -1.025 -0.044
C 5.269 -0.658 -0.417
C 5.052 0.921 -0.556
C 3.586 1.320 -0.052
C 3.541 2.675 0.755
C 3.412 3.994 -0.108
C 2.690 3.849 -1.498
C 1.201 3.302 -1.460
C 0.436 3.505 -0.101
C 0.293 5.036 0.340
C 0.294 5.091 1.939
C -1.144 4.751 2.552
C -0.994 3.448 3.435
C -2.353 2.887 4.013
C -2.212 1.296 4.133
C -3.509 0.510 3.722
N -3.639 0.283 2.250
C -3.219 1.153 1.280
C -3.394 0.900 -0.164
C -4.057 -0.334 -0.595
C -4.274 -0.598 -2.117
O -5.245 -0.260 -2.718
O -3.217 -1.270 -2.771
C -4.484 -1.286 0.468
C -5.168 -2.663 0.173
C -6.538 -2.570 -0.606
S -6.919 -4.283 -1.228
C -5.625 -4.544 -2.451
N -5.131 -5.728 -2.951
N -4.171 -5.497 -3.855
C -3.984 -4.141 -3.996
O -4.893 -3.604 -3.127
C -4.236 -0.909 1.851
H 4.533 -5.576 2.844
H 4.414 -3.770 3.112
H 3.237 -4.582 1.985
H 5.664 -5.359 0.784
H 4.608 -3.987 0.223
H 6.024 -2.495 2.063
H 7.215 -3.829 1.800
H 7.939 -2.926 -0.223
H 6.237 -3.069 -0.862
H 7.444 -0.559 -0.818
H 6.959 -0.669 1.004
H 4.653 -1.098 0.424
H 4.937 -1.214 -1.344
H 5.207 1.147 -1.644
H 5.855 1.394 0.074
H 2.849 1.231 -0.889
H 3.313 0.504 0.686
H 4.528 2.747 1.305
H 2.764 2.567 1.563
H 4.469 4.341 -0.325
H 2.981 4.790 0.564
H 3.296 3.150 -2.145
H 2.698 4.839 -2.044
H 0.615 3.863 -2.246
H 1.166 2.217 -1.783
H 0.810 2.848 0.735
H -0.632 3.155 -0.284
H -0.713 5.401 -0.013
H 1.123 5.660 -0.075
H 0.681 6.074 2.326
H 1.001 4.298 2.326
H -1.386 5.605 3.251
H -1.948 4.680 1.771
H -0.502 2.672 2.774
H -0.288 3.592 4.301
H -2.663 3.353 4.989
H -3.201 3.065 3.293
H -2.023 1.069 5.224
H -1.334 0.880 3.576
H -4.439 1.003 4.118
H -3.441 -0.518 4.182
H -2.711 2.106 1.549
H -3.026 1.634 -0.920
H -2.671 -0.547 -3.152
H -4.399 -3.318 -0.320
H -5.364 -3.138 1.181
H -7.385 -2.217 0.042
H -6.493 -1.896 -1.498
H -3.261 -3.605 -4.648
H -4.578 -1.623 2.645
C 8.558 7.215 3.449
C 7.826 7.978 2.363
O 8.441 7.770 1.085
C 8.138 6.617 0.480
O 7.398 5.764 0.905
O 8.818 6.562 -0.671
C 8.651 5.339 -1.387
H 9.623 7.460 3.439
H 8.148 7.453 4.432
H 8.478 6.137 3.295
H 7.886 9.048 2.566
H 6.767 7.714 2.330
H 7.596 5.106 -1.533
H 9.154 4.527 -0.859
H 9.117 5.460 -2.363
C -7.724 -7.189 -4.226
C -8.877 -6.912 -3.283
O -10.127 -7.302 -3.866
C -10.401 -8.612 -3.816
O -9.707 -9.463 -3.321
O -11.572 -8.814 -4.431
C -11.951 -10.188 -4.523
H -7.905 -6.728 -5.200
H -6.788 -6.800 -3.817
H -7.604 -8.260 -4.398
H -8.945 -5.838 -3.096
H -8.732 -7.400 -2.316
H -11.920 -10.673 -3.547
H -11.301 -10.706 -5.229
H -12.972 -10.225 -4.897
```


This record from the OMol25 dataset describes a structure of composition C22H25CoN7O2. The level of theory is ωB97M-V/def2-TZVPD.

2S+1: 4
Energy above the lowest of the compared OMol25 structures with the same formula, charge and spin in kcal per mole: 17.57
Orbital gap (spin up / spin down) in eV: 6.9 / 6.9
HOMO level (spin up / spin down) in eV: -6.61 / -6.61

Structure (XYZ):
```
57
C22H25CoN7O2 ωB97M-V/def2-TZVPD
Co 0.463 -0.237 -0.158
O 0.719 -0.631 3.353
C 0.538 0.299 2.559
N 1.343 0.617 1.536
C 1.577 1.965 1.227
C 1.756 2.936 2.202
C 2.082 4.243 1.846
C 2.239 4.578 0.514
C 2.044 3.621 -0.483
C 1.695 2.323 -0.138
N 1.440 1.267 -1.027
C 1.634 1.309 -2.341
O 1.838 2.256 -3.100
C 1.653 -0.099 -2.952
C 1.985 -0.243 -4.293
C 2.118 -1.515 -4.819
C 1.918 -2.608 -3.990
C 1.572 -2.374 -2.670
N 1.432 -1.154 -2.155
C -0.851 0.943 2.591
C -1.605 0.977 3.757
C -2.899 1.462 3.694
C -3.398 1.887 2.469
C -2.575 1.796 1.357
N -1.332 1.324 1.407
H 1.678 2.659 3.247
H 2.224 4.987 2.620
H 2.508 5.589 0.232
H 2.130 3.881 -1.526
H 2.144 0.657 -4.871
H 2.386 -1.654 -5.859
H 2.028 -3.622 -4.349
H 1.404 -3.205 -1.994
H -1.165 0.619 4.677
H -3.514 1.510 4.584
H -4.401 2.280 2.373
H -2.927 2.125 0.384
N -1.226 -0.280 -1.516
C -1.930 -1.563 -1.601
C -2.628 -1.828 -0.272
N -1.737 -1.712 0.872
C -1.148 -2.945 1.374
C 0.153 -3.289 0.665
N 1.027 -2.121 0.729
H -0.873 0.018 -2.419
H -1.862 0.448 -1.201
H -2.675 -1.579 -2.403
H -1.193 -2.336 -1.825
H -3.423 -1.085 -0.159
H -3.117 -2.811 -0.311
H -2.183 -1.207 1.623
H -0.926 -2.796 2.433
H -1.841 -3.795 1.298
H 0.593 -4.169 1.145
H -0.033 -3.550 -0.379
H 1.196 -1.867 1.707
H 1.945 -2.298 0.334
```


This record from the OMol25 dataset describes a structure of composition C27H21N5O2SeZr. The level of theory is ωB97M-V/def2-TZVPD.

Energy above the lowest of the compared OMol25 structures with the same formula, charge and spin in kcal per mole: 132.64
Orbital gap in eV: 6.1
HOMO level in eV: -6.15

Structure (XYZ):
```
57
C27H21N5O2SeZr ωB97M-V/def2-TZVPD
Zr -7.899 -10.527 -8.843
O -11.112 -9.560 -9.752
C -10.298 -9.780 -10.637
N -9.389 -10.768 -10.511
C -9.092 -11.500 -11.605
O -9.857 -11.706 -12.511
C -7.716 -12.100 -11.482
C -7.206 -12.875 -12.560
C -5.783 -13.137 -12.469
C -4.985 -12.652 -11.458
C -5.601 -11.891 -10.516
N -6.907 -11.616 -10.548
C -10.099 -8.834 -11.835
C -10.957 -7.799 -12.014
C -10.704 -6.893 -13.084
C -9.523 -7.064 -13.776
C -8.641 -8.089 -13.388
N -8.903 -8.968 -12.433
H -7.810 -13.234 -13.392
H -5.337 -13.749 -13.249
H -3.924 -12.848 -11.314
H -5.062 -11.528 -9.597
H -11.826 -7.678 -11.423
H -11.474 -6.137 -13.194
H -9.166 -6.412 -14.543
H -7.759 -8.247 -13.888
C -8.466 -11.675 -7.496
C -7.165 -12.157 -7.149
C -6.056 -11.188 -6.936
C -4.736 -11.510 -6.973
C -4.367 -12.797 -7.490
C -5.347 -13.765 -7.645
C -6.692 -13.433 -7.394
H -6.328 -10.288 -6.503
H -4.015 -10.809 -6.515
H -3.315 -13.074 -7.511
H -5.146 -14.896 -7.704
H -7.564 -14.134 -7.647
C -8.865 -8.786 -4.481
N -9.933 -9.006 -5.373
C -9.988 -8.881 -6.709
Se -8.647 -8.118 -7.838
N -11.191 -9.213 -7.166
C -11.909 -9.760 -6.092
C -13.255 -10.210 -6.081
C -13.692 -10.688 -4.888
C -12.849 -10.652 -3.726
C -11.606 -10.111 -3.766
C -11.120 -9.661 -4.998
H -7.938 -8.338 -4.932
H -8.527 -9.734 -3.995
H -9.178 -8.120 -3.605
H -11.347 -9.492 -8.151
H -13.781 -10.211 -7.020
H -14.693 -11.113 -4.932
H -13.297 -10.841 -2.739
H -10.995 -9.977 -2.896
```


This record from the OMol25 dataset describes an isolated molecule of C4H6S2. The level of theory is ωB97M-V/def2-TZVPD.

Energy above the lowest of the compared OMol25 structures with the same formula, charge and spin in kcal per mole: 51.08
Orbital gap in eV: 9.0
HOMO level in eV: -8.25
Structure (SMILES): C1=CSCSC1

Structure (XYZ):
```
12
C4H6S2 ωB97M-V/def2-TZVPD
C 0.444 -0.779 -1.174
C -0.170 0.413 -1.598
S -1.097 1.466 -0.505
C -0.770 0.971 1.248
S 0.874 0.143 1.592
C 0.696 -1.062 0.331
H 1.027 -1.308 -1.987
H -0.075 1.023 -2.547
H -0.796 2.160 1.780
H -1.696 0.399 1.842
H 1.684 -1.712 0.484
H -0.122 -1.713 0.534
```


Q: Which formula does entry 2 have?
A: C38H66N3O9S